# C42H55BrN4OPPd

C42H55BrN4OPPd as an isolated structure (ωB97M-V with the def2-TZVPD basis set, OMol25).

Its multiplicity is 5. Its total charge is +3. Its expectation value of S² is 6.04. For the HOMO energy (alpha / beta), the calculation gives -16.74 / -16.73 eV. The energy above the lowest of the compared OMol25 structures with the same formula, charge and spin is 1.2 kcal/mol.

Cartesian coordinates (Å):
Pd1 -0.5358 -1.1621 0.4194
C1 -1.0832 0.4563 2.7610
N1 -0.5046 -0.9142 2.6455
C2 0.8880 -0.9110 3.1589
C3 1.9085 -1.5231 2.2296
C4 3.1610 -1.8761 2.7184
C5 4.1297 -2.3219 1.8370
C6 3.8247 -2.3994 0.4837
C7 2.5520 -2.0561 0.0781
N2 1.6134 -1.6355 0.9347
C8 -1.3468 -1.9253 3.3286
C9 -2.4022 -2.5718 2.4634
C10 -3.4989 -3.1978 3.0434
C11 -4.4273 -3.8221 2.2286
C12 -4.2421 -3.7988 0.8517
C13 -3.1280 -3.1584 0.3505
N3 -2.2287 -2.5664 1.1433
C14 -2.3673 0.6030 1.9913
C15 -3.4706 1.2624 2.5041
C16 -4.5949 1.4190 1.7034
C17 -4.5850 0.8976 0.4199
C18 -3.4486 0.2386 -0.0165
N4 -2.3629 0.1085 0.7447
H1 -0.3513 1.1382 2.3242
H2 -1.2267 0.7086 3.8157
H3 0.9303 -1.4218 4.1230
H4 1.1861 0.1229 3.3465
H5 3.3743 -1.7832 3.7749
H6 5.1122 -2.5957 2.1974
H7 4.5572 -2.7222 -0.2421
H8 2.2615 -2.1089 -0.9645
H9 -1.8252 -1.4689 4.2010
H10 -0.6971 -2.7155 3.7120
H11 -3.6223 -3.1878 4.1182
H12 -5.2887 -4.3146 2.6598
H13 -4.9491 -4.2640 0.1804
H14 -2.9413 -3.1053 -0.7152
H15 -3.4477 1.6553 3.5111
H16 -5.4663 1.9370 2.0805
H17 -5.4396 0.9938 -0.2343
H18 -3.4002 -0.1902 -1.0105
O1 0.4765 0.8393 0.2415
P1 0.8882 1.7138 -0.9558
C19 2.6224 2.2434 -0.8612
C20 3.0274 2.5550 0.6049
C21 3.8802 1.4338 1.1869
C22 5.2054 1.2898 0.4287
C23 5.0371 1.6200 -1.0596
C24 3.6242 1.2776 -1.5216
C25 0.6993 0.6935 -2.4557
C26 -0.6157 -0.0969 -2.3869
C27 -0.9251 -0.7440 -3.7277
C28 -1.2215 0.3484 -4.7778
C29 -0.4973 1.6674 -4.4745
C30 0.8546 1.4244 -3.8133
C31 -0.1328 3.2223 -1.1097
C32 0.3218 4.3878 -0.2040
C33 -0.3152 4.2877 1.1769
C34 -1.8422 4.4707 1.0872
C35 -2.3681 4.1353 -0.3100
C36 -1.6350 2.9243 -0.8779
H19 2.6420 3.1746 -1.4385
H20 2.1489 2.7205 1.2329
H21 3.5971 3.4866 0.6214
H22 3.3080 0.5006 1.1375
H23 4.0700 1.6314 2.2433
H24 5.5814 0.2693 0.5403
H25 5.9603 1.9422 0.8685
H26 5.7741 1.0834 -1.6563
H27 5.2163 2.6831 -1.2394
H28 3.4033 0.2387 -1.2481
H29 3.5447 1.3474 -2.6081
H30 1.5172 -0.0321 -2.3753
H31 -1.4432 0.5425 -2.0712
H32 -0.4670 -0.8509 -1.5650
H33 -1.7710 -1.4316 -3.6569
H34 -0.0572 -1.3312 -4.0453
H35 -2.2960 0.5285 -4.8289
H36 -0.9248 -0.0199 -5.7599
H37 -1.1137 2.2933 -3.8276
H38 -0.3627 2.2336 -5.3957
H39 1.4064 2.3595 -3.6976
H40 1.4659 0.8032 -4.4718
H41 0.0280 3.5234 -2.1512
H42 0.0071 5.3205 -0.6761
H43 1.4057 4.4510 -0.1370
H44 0.1182 5.0363 1.8402
H45 -0.0714 3.3111 1.6135
H46 -2.1138 5.4946 1.3441
H47 -2.3336 3.8297 1.8248
H48 -2.2481 4.9862 -0.9833
H49 -3.4395 3.9328 -0.2711
H50 -2.1062 2.6018 -1.8071
H51 -1.7312 2.1009 -0.1607
Br1 0.6198 -7.6731 -1.5953
C37 0.3254 -5.9671 -1.0672
C38 0.4239 -5.6229 0.3082
C39 0.1979 -4.3309 0.6887
C40 -0.1311 -3.3477 -0.2696
C41 -0.2308 -3.6890 -1.6310
C42 -0.0062 -4.9799 -2.0350
H52 0.6754 -6.3928 1.0253
H53 0.2739 -4.0645 1.7354
H54 -0.4875 -2.9410 -2.3693
H55 -0.0770 -5.2688 -3.0753

***

# C6H9N

C6H9N in the gas phase (ωB97M-V with the def2-TZVPD basis set, OMol25).

Its multiplicity is 1. For the HOMO energy, the calculation gives -7.75 eV. The energy above the lowest of the compared OMol25 structures with the same formula, charge and spin is 107.1 kcal/mol.

Cartesian coordinates (Å):
C1 0.4973 1.6812 1.6396
C2 0.8005 1.0647 0.6171
C3 1.7640 0.2056 -0.1140
N1 0.9389 -0.7658 -0.8701
C4 -0.3660 -0.5039 -0.3774
C5 -0.8277 0.7267 -0.6844
C6 -0.9308 -1.4453 0.6399
H1 -0.4083 2.0134 2.0874
H2 2.4375 0.7893 -0.7528
H3 2.3332 -0.2839 0.6836
H4 1.2408 -1.7219 -0.7037
H5 -1.6372 1.2047 -0.1494
H6 -0.4214 1.2440 -1.5479
H7 -1.6648 -0.9530 1.2839
H8 -0.1471 -1.8736 1.2793
H9 -1.4166 -2.2747 0.1174

***

# C5H6O2

C5H6O2 in the gas phase (ωB97M-V with the def2-TZVPD basis set, OMol25).

Its multiplicity is 1. For the HOMO energy, the calculation gives -10.08 eV. The energy above the lowest of the compared OMol25 structures with the same formula, charge and spin is 54.4 kcal/mol.

Cartesian coordinates (Å):
C1 -1.8399 -1.4943 1.2184
C2 -0.9807 -1.0232 0.5178
C3 0.1103 -0.4117 -0.2477
C4 1.2802 -0.2339 0.7134
O1 1.8197 0.8263 0.9284
C5 -0.2877 0.9193 -0.9114
O2 0.8024 1.5063 -1.5719
H1 -2.6006 -1.9121 1.8410
H2 0.4464 -1.1100 -1.0286
H3 1.6109 -1.1571 1.2289
H4 -0.7201 1.5843 -0.1502
H5 -1.0570 0.7266 -1.6646
H6 1.4162 1.7795 -0.8735